[1]
19
Properties=species:S:1:pos:R:3:forces:R:3:nbo_charge:R:1 method="wB97M-V/def2-TZVPD" smiles="C=CCO.O.O.O" gap_ev=9.72 homo_energy_ev=-9.370 max_force_ev_per_a=6.79 e_tot_ev=-11493.644 e_above_lowest_kj_mol=204.3 lumo_ev=0.353
C -0.52682 -2.38522 1.90929 -1.401 -0.245 -0.555 -0.4132
C -0.39447 -1.23819 1.23157 -0.148 -1.441 -1.222 -0.2440
C 0.49261 -0.13039 1.55380 1.184 1.229 2.119 -0.1233
O 0.90198 0.79450 0.46367 -3.104 0.057 2.334 -0.7481
H -1.48731 -2.91187 1.63829 1.531 -0.070 0.307 0.2068
H 0.11216 -2.82116 2.69680 -0.477 0.731 -0.270 0.2011
H -0.95684 -1.13772 0.28753 -0.307 0.264 0.848 0.2491
H -0.13200 0.42410 2.39469 1.548 -0.377 -1.680 0.1883
H 1.43598 -0.47339 2.03596 -0.621 0.222 -0.213 0.1959
H 0.13684 1.43936 0.61017 1.950 -0.412 -1.246 0.5080
O 1.17193 -0.41387 -1.93021 -0.374 0.942 1.550 -1.0059
H 2.12862 -0.46076 -1.94654 0.240 -0.165 -0.268 0.4671
H 1.01857 0.06368 -1.03461 0.086 -0.896 -1.526 0.4978
O -1.78196 -0.75688 -1.67458 1.398 -6.642 -0.113 -0.9576
H -1.83545 0.11807 -1.77659 0.166 5.174 -1.019 0.4592
H -0.98664 -1.15948 -2.15930 -1.540 1.536 1.018 0.5091
O 0.14641 3.24479 -0.48218 -0.300 0.939 1.840 -0.9328
H -0.64641 3.73523 -0.67162 -0.501 0.514 0.068 0.4702
H 0.27770 2.75843 -1.25637 0.667 -1.359 -1.970 0.4724

[2]
19
Properties=species:S:1:pos:R:3:forces:R:3:nbo_charge:R:1 method="wB97M-V/def2-TZVPD" smiles="CCC=O.O.O.O" gap_ev=10.23 homo_energy_ev=-10.036 max_force_ev_per_a=1.46 e_tot_ev=-11494.769 e_above_lowest_kj_mol=95.8 lumo_ev=0.190
C -1.89948 0.28802 2.36202 -0.083 -0.234 -0.967 -0.5994
C -2.01648 0.72940 0.88769 1.012 0.560 0.400 -0.5077
C -0.82529 1.62934 0.61726 0.011 0.489 -0.526 0.4476
O -0.41223 2.50019 1.33293 -0.198 0.000 0.354 -0.5166
H -0.92203 -0.15537 2.52202 0.042 -0.272 0.120 0.2096
H -1.95334 1.15953 3.00352 -0.253 0.032 0.098 0.2279
H -2.68208 -0.43448 2.55703 -0.058 -0.071 0.436 0.2145
H -2.95362 1.26433 0.73292 0.032 0.110 -0.153 0.2354
H -1.91683 -0.04107 0.12285 -0.393 -0.444 0.369 0.2021
H -0.26924 1.45168 -0.32685 -0.112 -0.184 -0.131 0.0860
O 0.56917 -1.73280 -2.53492 0.662 -1.062 0.543 -0.9266
H 0.63015 -1.93919 -1.59179 0.350 0.223 -0.135 0.4586
H -0.02937 -1.01001 -2.53879 -0.900 1.102 -0.305 0.4674
O 0.41463 -3.95797 -0.31599 0.422 0.021 0.203 -0.9325
H 1.31349 -4.24735 -0.52031 -0.133 -0.064 0.147 0.4725
H 0.14557 -3.50775 -1.11433 -0.403 -0.211 -0.456 0.4611
O 4.60854 2.50747 -1.61467 0.389 0.503 -0.300 -0.9333
H 4.46751 3.32593 -2.11230 0.113 -0.254 0.170 0.4675
H 3.73093 2.17012 -1.46829 -0.497 -0.246 0.134 0.4658